1.
{"formula": "C5H12O", "method": "ωB97M-V/def2-TZVPD", "symbols": ["C", "C", "C", "C", "C", "H", "H", "H", "H", "H", "H", "H", "H", "H", "H", "H", "H", "O"], "coordinates": [[1.02758, -0.03817, -1.72476], [0.87567, 1.00797, -0.54859], [-0.51929, 0.99240, 0.17124], [-0.88995, -0.42093, 0.58954], [0.13098, -1.21454, 1.34945], [2.14696, -0.35125, -1.96330], [0.57391, 0.40716, -2.69949], [0.58590, -1.06580, -1.40665], [1.62289, 0.89472, 0.32228], [0.96189, 2.01763, -0.92776], [-0.45249, 1.74683, 0.94149], [-1.20102, 1.36127, -0.53666], [-1.17481, -0.88694, -0.32948], [0.34758, -0.61621, 2.24647], [1.11752, -1.35634, 0.86356], [-0.28931, -2.22481, 1.47606], [-2.79689, -0.06243, 0.73023], [-2.06712, -0.19056, 1.44638]], "forces_ev_per_a": [[1.059, -0.869, -0.140], [0.267, -0.679, 1.066], [2.966, -0.753, -0.834], [-0.761, 2.206, 0.707], [0.431, -0.010, -0.033], [-2.149, 1.101, 0.486], [0.590, -1.141, 1.726], [0.385, 1.888, -0.935], [-0.666, -0.056, -1.706], [0.512, 0.203, -0.225], [-0.169, -0.234, 0.708], [-1.426, 0.349, -0.931], [-0.414, -0.860, -0.383], [-0.211, -0.801, 0.260], [-0.708, 0.281, -0.172], [0.245, 0.453, 0.718], [1.617, -0.240, 2.309], [-1.569, -0.838, -2.623]], "energy_ha": -272.8991, "e_above_lowest_kcal_mol": 31.1, "max_force_ev_per_a": 3.17, "orbital_gap_ev": 10.73, "mol_weight_g_mol": 88.1, "smiles": "CCC[C@@H](C)O", "multiplicity": 1, "charge": 0}

2.
{"formula": "C14H20ClNO3S", "method": "ωB97M-V/def2-TZVPD", "symbols": ["C", "C", "O", "C", "C", "C", "C", "C", "C", "N", "S", "O", "O", "C", "C", "C", "C", "C", "C", "H", "H", "Cl", "H", "H", "H", "H", "H", "H", "H", "H", "H", "H", "H", "H", "H", "H", "H", "H", "H", "H"], "coordinates": [[-1.12874, -1.99187, -1.60375], [-0.78002, -1.63260, -0.16746], [0.17987, -0.59237, -0.18262], [0.99108, -0.48921, 0.96740], [2.02164, -1.62630, 1.07709], [2.91939, -1.64068, -0.15675], [3.64900, -0.30994, -0.30472], [2.64458, 0.83583, -0.37710], [1.77030, 0.83888, 0.87458], [0.94015, 2.02039, 0.91245], [-0.13688, 2.53637, -0.23249], [-0.48382, 3.86239, 0.19633], [0.39235, 2.35949, -1.54698], [-1.65701, 1.59082, -0.06824], [-2.20860, 1.36518, 1.17780], [-3.43850, 0.73661, 1.28206], [-4.10446, 0.35702, 0.12470], [-3.56212, 0.60327, -1.12858], [-2.32991, 1.22868, -1.21786], [-1.87086, 1.44482, -2.16924], [-4.10090, 0.31061, -2.01608], [-5.63381, -0.43086, 0.24945], [-3.88218, 0.54660, 2.24701], [-1.68654, 1.68549, 2.06616], [0.62184, 2.30116, 1.82423], [2.42014, 0.89679, 1.75830], [2.00130, 0.72765, -1.24791], [3.15368, 1.79681, -0.45023], [4.25877, -0.32051, -1.20898], [4.31587, -0.16222, 0.54909], [2.29967, -1.80615, -1.03897], [3.63633, -2.46060, -0.08066], [2.61738, -1.46439, 1.97737], [1.51883, -2.58902, 1.18538], [0.35031, -0.48006, 1.86922], [-0.38804, -2.51876, 0.34529], [-1.67725, -1.29826, 0.37591], [-1.94160, -2.71261, -1.61838], [-1.42842, -1.09837, -2.14126], [-0.26282, -2.42010, -2.10152]], "forces_ev_per_a": [[0.204, 0.135, 0.376], [-0.255, -0.155, -0.079], [0.336, 0.018, -0.149], [0.293, -0.016, 0.550], [-0.312, 0.008, -0.335], [0.173, -0.001, 0.216], [-0.215, -0.046, -0.196], [0.262, -0.091, 0.192], [-0.063, -0.685, -0.485], [-0.767, 0.415, -0.452], [-0.141, 0.520, 0.516], [-0.089, -0.156, 0.210], [-0.007, -0.405, 0.022], [0.405, 0.310, -0.171], [-0.038, -0.031, 0.054], [0.025, 0.016, -0.064], [0.261, 0.137, -0.060], [-0.049, 0.015, 0.166], [0.063, 0.037, -0.026], [-0.014, -0.044, -0.177], [-0.044, -0.031, -0.069], [-0.216, -0.118, 0.016], [-0.040, -0.016, 0.062], [0.001, 0.006, 0.154], [-0.003, 0.191, 0.167], [-0.133, 0.044, -0.101], [0.117, 0.003, -0.039], [-0.024, 0.043, -0.043], [0.086, 0.032, 0.031], [0.099, 0.005, 0.020], [0.019, -0.091, -0.072], [-0.036, -0.036, -0.065], [0.010, -0.031, 0.088], [0.014, 0.016, 0.106], [0.081, 0.042, -0.109], [-0.032, 0.096, 0.009], [0.129, -0.027, -0.024], [-0.110, -0.076, -0.047], [-0.060, 0.028, -0.108], [0.072, -0.063, -0.085]], "energy_ha": -1684.3196, "e_above_lowest_kcal_mol": 3.8, "max_force_ev_per_a": 0.98, "orbital_gap_ev": 9.79, "mol_weight_g_mol": 317.8, "smiles": "CCO[C@H]1CCCC[C@H]1NS(=O)(=O)c1ccc(Cl)cc1", "multiplicity": 1, "charge": 0}

3.
{"formula": "C5H13NO2", "method": "ωB97M-V/def2-TZVPD", "symbols": ["N", "C", "C", "C", "C", "C", "H", "H", "H", "H", "H", "H", "H", "H", "H", "H", "H", "O", "H", "H", "O"], "coordinates": [[0.18311, 1.48604, -2.18183], [-1.13609, 0.89343, -1.84141], [-1.37905, 0.41240, 2.45709], [-0.22523, 0.43918, 1.84140], [-0.18824, 0.71874, 0.40482], [-1.18013, 0.50471, -0.48240], [0.17988, 1.78749, -3.12679], [0.37186, 2.46940, -1.69022], [-1.49824, -0.00709, -2.71415], [-1.84156, 1.65876, -1.95939], [-1.53970, 0.00579, 3.48467], [-2.27302, 0.65030, 1.90601], [0.68807, 0.05105, 2.21378], [0.72662, 1.22728, 0.00735], [-2.11816, 0.14485, -0.08355], [0.16124, -1.77102, 0.60317], [1.07019, -2.99702, 0.50911], [0.90847, -2.21215, 1.06654], [2.06393, -1.17934, 0.12756], [1.60592, -0.95281, -1.26227], [2.31324, -1.45043, -0.69398]], "forces_ev_per_a": [[0.018, 2.012, 1.610], [2.195, -1.695, -3.570], [-2.822, -1.227, 2.446], [1.553, -0.383, -3.726], [2.592, 1.633, 1.892], [-2.104, -0.587, 0.795], [0.067, -0.166, -1.242], [-0.836, -2.828, -0.956], [1.115, 2.489, 2.749], [-2.009, 1.078, -0.226], [0.369, 0.733, -0.854], [-0.281, 0.296, 0.134], [0.833, 0.272, 0.893], [-0.507, -1.124, 0.408], [-0.217, -0.395, -0.225], [0.653, -0.789, 0.529], [0.181, 0.432, 0.360], [-1.901, -0.257, 0.374], [-0.564, 0.770, 3.791], [2.268, -1.368, 1.011], [-0.603, 1.102, -6.192]], "energy_ha": -403.1035, "e_above_lowest_kcal_mol": 88.1, "max_force_ev_per_a": 6.32, "orbital_gap_ev": [8.79, 5.08], "mol_weight_g_mol": 119.2, "multiplicity": 2, "charge": 1, "s_squared": 0.769}

4.
{"formula": "C3H7NO", "method": "ωB97M-V/def2-TZVPD", "symbols": ["C", "N", "H", "H", "H", "O", "C", "C", "H", "H", "H", "H"], "coordinates": [[-2.24550, -2.61126, -1.02586], [-2.44180, -2.30636, -2.23944], [-1.94071, -3.64209, -0.84263], [-2.54874, -2.00459, -0.17028], [-2.44299, -1.28279, -2.30943], [1.14448, 0.59802, 2.31954], [1.23488, 0.97983, 1.18512], [2.05055, 2.18684, 0.75460], [0.39908, 0.75863, 0.48302], [1.78764, 3.03839, 1.37202], [3.10169, 1.88008, 0.77506], [1.90141, 2.40529, -0.30172]], "forces_ev_per_a": [[-0.915, -0.982, -0.330], [1.607, 0.789, 0.093], [-0.300, -0.045, 0.352], [0.753, 0.353, 0.047], [-1.142, -0.111, -0.157], [0.737, -0.585, 0.003], [-1.999, 2.079, 0.189], [0.822, -1.365, -0.756], [0.470, -0.804, -0.253], [0.308, 0.015, 0.180], [0.094, 0.534, 0.600], [-0.436, 0.123, 0.031]], "energy_ha": -248.4289, "e_above_lowest_kcal_mol": 61.2, "max_force_ev_per_a": 2.89, "orbital_gap_ev": 10.74, "mol_weight_g_mol": 73.1, "smiles": "CC=O.C=N", "multiplicity": 1, "charge": 0}

5.
{"formula": "C37H51BrClI2NO7P2", "method": "ωB97M-V/def2-TZVPD", "symbols": ["C", "C", "C", "C", "O", "C", "O", "Cl", "C", "O", "C", "O", "C", "N", "C", "C", "C", "Br", "C", "I", "C", "C", "I", "P", "P", "O", "O", "O", "C", "C", "C", "C", "C", "H", "H", "H", "H", "H", "H", "H", "H", "H", "H", "H", "H", "H", "H", "H", "H", "H", "H", "H", "H", "H", "H", "H", "H", "H", "H", "H", "H", "H", "H", "H", "H", "H", "C", "C", "C", "C", "C", "C", "H", "H", "H", "H", "H", "H", "C", "C", "C", "C", "C", "C", "H", "H", "H", "H", "H", "H", "C", "C", "C", "C", "C", "C", "H", "H", "H", "H", "H", "H"], "coordinates": [[6.57128, -2.83940, -0.10192], [5.16560, -2.63816, -0.25389], [3.49502, -2.55217, -0.27229], [2.93782, -1.35293, 0.76404], [4.12987, -0.55297, 1.01476], [3.93490, 0.74391, 1.61067], [2.75011, 0.95938, 2.44012], [5.38188, 0.96534, 2.81643], [4.06947, 2.03513, 0.55366], [2.77946, 2.72739, 0.61248], [2.87931, 4.18170, 0.48986], [3.94152, 4.64088, -0.46939], [1.46597, 4.66398, -0.27033], [1.79353, 5.32957, -1.62263], [3.15753, 5.01012, 1.86472], [2.32890, 4.57170, 3.19002], [0.88221, 3.85095, 2.95360], [3.48552, 3.51572, 4.49991], [4.48983, 1.53176, -0.98543], [3.13642, 1.79364, -2.74206], [5.81065, 0.90468, -1.32135], [6.98860, 0.66451, -0.21014], [6.24615, 0.30233, -3.42440], [1.54144, -0.51457, -0.23007], [-0.17608, 0.06316, 0.95041], [-0.07064, -0.13786, 2.50867], [-1.55683, -0.91871, 0.42450], [-0.59195, 1.71167, 0.54014], [2.40136, -2.21485, 2.09297], [3.62429, -3.16126, 2.73163], [1.04664, -3.10482, 1.78492], [1.22661, -4.69720, 2.26603], [-0.15574, -5.58741, 1.99058], [7.67319, -2.59484, 0.28733], [3.12888, -3.61932, 0.02657], [3.15863, -2.35032, -1.39331], [2.92327, 0.62084, 3.37890], [4.99706, 2.70056, 0.90323], [4.57042, 5.27240, -0.01195], [1.05408, 5.54944, 0.41048], [0.68912, 3.79459, -0.37140], [0.92472, 5.46843, -2.18647], [2.17175, 6.30051, -1.45680], [3.00174, 6.15855, 1.66858], [4.31684, 4.87885, 2.11689], [2.09394, 5.57949, 3.78788], [0.34779, 3.75350, 3.99186], [0.91136, 2.80654, 2.43001], [0.24128, 4.57660, 2.26878], [7.18391, 1.70223, 0.32814], [6.75947, -0.14796, 0.59946], [7.98696, 0.34937, -0.78419], [1.04259, -1.56283, -1.13196], [-1.50214, -0.94522, -0.59363], [-1.00695, 2.09502, 1.37110], [2.10132, -1.49502, 2.99662], [3.92802, -4.05064, 2.03573], [3.32590, -3.51610, 3.82527], [4.58299, -2.48374, 2.85705], [0.81663, -3.18021, 0.61592], [0.08290, -2.73129, 2.33297], [1.37736, -4.71281, 3.45039], [2.08639, -5.25129, 1.69659], [-0.68889, -5.82024, 3.01258], [0.14600, -6.63059, 1.49753], [-0.85046, -4.95532, 1.28916], [-4.07309, -5.22389, -1.78161], [-3.78630, -5.32994, -0.42100], [-3.68798, -6.58647, 0.17590], [-3.86689, -7.73829, -0.59079], [-4.14997, -7.63223, -1.95222], [-4.25748, -6.37548, -2.54716], [-4.15302, -4.24437, -2.24574], [-3.64010, -4.43250, 0.17490], [-3.47114, -6.66864, 1.23747], [-3.78546, -8.71769, -0.12682], [-4.28775, -8.52999, -2.54989], [-4.48348, -6.29314, -3.60666], [-9.22244, -2.80361, -2.68974], [-9.58635, -4.13590, -2.49656], [-8.71001, -5.01360, -1.85900], [-7.47252, -4.55604, -1.40537], [-7.11021, -3.22279, -1.59524], [-7.98277, -2.34733, -2.24111], [-9.90428, -2.12069, -3.18971], [-10.55347, -4.49070, -2.84393], [-8.99109, -6.05325, -1.71461], [-6.79147, -5.23871, -0.90413], [-6.14647, -2.86599, -1.24021], [-7.69790, -1.31006, -2.39377], [-2.91944, 9.03490, -3.08876], [-1.55928, 8.82648, -3.31527], [-0.87799, 7.83483, -2.61008], [-1.55987, 7.04422, -1.68462], [-2.92090, 7.25019, -1.46089], [-3.60012, 8.24807, -2.15935], [-3.44931, 9.81011, -3.63606], [-1.02956, 9.43801, -4.04143], [0.18330, 7.67717, -2.78192], [-1.03019, 6.26811, -1.13853], [-3.45249, 6.63289, -0.74082], [-4.65920, 8.41191, -1.98077]], "forces_ev_per_a": [[-9.754, 2.401, -0.175], [8.769, -1.189, 1.602], [1.825, -0.249, -1.067], [0.089, -3.572, 0.949], [-2.270, 1.535, 0.845], [-0.264, 1.115, 1.241], [2.206, -1.399, -0.699], [-0.741, -0.572, -0.924], [0.661, -0.389, -0.668], [2.841, 1.145, -0.629], [-0.442, 1.883, -1.537], [-0.263, -0.390, 2.364], [0.127, 1.622, 0.626], [-0.936, 0.247, 0.841], [1.053, -0.631, 0.421], [-1.371, 1.473, -0.044], [-0.207, 0.364, -0.020], [-0.886, 0.755, -0.955], [3.708, -1.874, -0.998], [0.702, 0.201, 1.936], [-3.407, 1.689, 2.122], [0.534, 0.502, -0.784], [0.023, 0.358, 2.048], [1.136, 0.590, -1.463], [-3.378, -0.453, 4.845], [-0.285, 0.985, -5.017], [2.932, 2.110, -1.686], [0.355, -2.728, 1.509], [0.064, -0.041, 1.714], [0.371, 1.009, 0.074], [0.106, -1.810, -0.483], [-0.967, -0.145, 0.526], [0.664, 0.151, 0.057], [-3.103, -0.795, -1.296], [0.488, 2.198, -0.421], [0.918, -0.346, 2.342], [-0.148, 0.516, -1.969], [-2.299, -1.402, -0.623], [-1.152, -1.282, -0.476], [0.433, -2.163, -1.027], [1.681, 1.651, 0.150], [0.841, -0.347, 0.889], [-0.506, -1.598, -0.108], [0.094, -2.299, 0.209], [-2.443, 0.254, -0.501], [0.649, -2.379, -1.240], [1.051, 0.164, -2.021], [0.367, 2.010, 1.096], [1.306, -1.415, 1.462], [-0.390, -2.149, -1.068], [0.083, 1.574, -1.775], [-2.287, 0.763, 1.285], [0.169, 0.675, 1.253], [-0.353, 0.007, 2.108], [0.659, -0.776, -1.207], [0.665, -1.275, -2.343], [-0.661, 1.644, 1.531], [0.542, 0.596, -2.557], [-1.923, -1.304, -0.313], [0.429, 0.356, 2.495], [2.030, -0.308, -1.152], [0.096, -0.022, -2.755], [-1.450, 1.296, 1.309], [0.910, 0.559, -2.136], [-0.856, 2.385, 0.958], [1.129, -1.507, 1.290], [0.088, -0.196, 0.059], [-0.017, -0.103, -0.101], [-0.040, -0.030, -0.172], [-0.019, 0.187, -0.044], [0.001, 0.141, 0.074], [0.063, 0.003, 0.173], [-0.006, -0.149, 0.053], [-0.024, -0.118, -0.064], [-0.010, 0.019, -0.147], [-0.015, 0.142, -0.066], [0.015, 0.144, 0.093], [0.024, -0.007, 0.145], [0.121, -0.103, 0.082], [0.144, 0.053, 0.033], [0.065, 0.218, -0.011], [-0.141, 0.056, -0.048], [-0.171, -0.065, -0.076], [-0.063, -0.188, 0.027], [0.098, -0.099, 0.072], [0.149, 0.055, 0.043], [0.040, 0.145, -0.006], [-0.085, 0.104, -0.089], [-0.143, -0.057, -0.039], [-0.044, -0.130, 0.028], [0.087, -0.142, 0.103], [-0.073, -0.069, 0.102], [-0.224, -0.002, 0.054], [-0.083, 0.162, -0.113], [0.064, 0.095, -0.095], [0.201, -0.032, -0.042], [0.082, -0.116, 0.080], [-0.081, -0.093, 0.119], [-0.131, 0.034, 0.001], [-0.068, 0.097, -0.046], [0.083, 0.100, -0.111], [0.144, -0.029, -0.029]], "energy_ha": -6333.7155, "e_above_lowest_kcal_mol": 194.0, "max_force_ev_per_a": 10.05, "orbital_gap_ev": 8.18, "mol_weight_g_mol": 1052.9, "multiplicity": 1, "charge": 0}

6.
{"formula": "C3H4NOP", "method": "ωB97M-V/def2-TZVPD", "symbols": ["C", "C", "C", "N", "O", "P", "H", "H", "H", "H"], "coordinates": [[1.26902, -0.26883, 0.31220], [2.38451, 0.24691, 0.00253], [-1.27112, 0.99222, -0.22186], [-1.46145, -0.27290, -0.04010], [3.47610, 0.65871, 0.03932], [0.15004, -1.43510, -0.09469], [-0.53345, 1.41276, 0.44516], [-1.86154, 1.41194, -1.00296], [-2.11486, -0.63245, -0.70088], [-0.03724, -2.11326, 1.26127]], "forces_ev_per_a": [[-0.768, -0.574, -0.512], [0.146, -0.654, 1.365], [-0.419, -2.205, 0.950], [0.714, 0.828, -0.632], [0.871, 0.786, -0.861], [0.365, -0.148, 1.945], [0.344, 0.643, -0.501], [-0.269, 1.206, -0.024], [-0.849, -0.571, -0.325], [-0.134, 0.688, -1.405]], "energy_ha": -587.9250, "e_above_lowest_kcal_mol": 63.6, "max_force_ev_per_a": 2.44, "orbital_gap_ev": [6.59, 6.59], "mol_weight_g_mol": 101.0, "multiplicity": 1, "charge": 0}

- Which formula does entry 6 have?
  C3H4NOP

What did the fourth record say?
{"formula": "C3H7NO", "method": "ωB97M-V/def2-TZVPD", "symbols": ["C", "N", "H", "H", "H", "O", "C", "C", "H", "H", "H", "H"], "coordinates": [[-2.24550, -2.61126, -1.02586], [-2.44180, -2.30636, -2.23944], [-1.94071, -3.64209, -0.84263], [-2.54874, -2.00459, -0.17028], [-2.44299, -1.28279, -2.30943], [1.14448, 0.59802, 2.31954], [1.23488, 0.97983, 1.18512], [2.05055, 2.18684, 0.75460], [0.39908, 0.75863, 0.48302], [1.78764, 3.03839, 1.37202], [3.10169, 1.88008, 0.77506], [1.90141, 2.40529, -0.30172]], "forces_ev_per_a": [[-0.915, -0.982, -0.330], [1.607, 0.789, 0.093], [-0.300, -0.045, 0.352], [0.753, 0.353, 0.047], [-1.142, -0.111, -0.157], [0.737, -0.585, 0.003], [-1.999, 2.079, 0.189], [0.822, -1.365, -0.756], [0.470, -0.804, -0.253], [0.308, 0.015, 0.180], [0.094, 0.534, 0.600], [-0.436, 0.123, 0.031]], "energy_ha": -248.4289, "e_above_lowest_kcal_mol": 61.2, "max_force_ev_per_a": 2.89, "orbital_gap_ev": 10.74, "mol_weight_g_mol": 73.1, "smiles": "CC=O.C=N", "multiplicity": 1, "charge": 0}

- Look up the charge of the first one.
  0

- Which of these has the highest charge?
  C5H13NO2